Here is an isolated molecule of ClH2NOS2 from the OMol25 dataset. Energies are from wB97M-V/def2-TZVPD.

```
! RIJCOSX wB97M-V def2-TZVPD def2/J DEFGRID3
* xyz 0 1
N -1.08736 -0.06195 -0.00250
S 0.58194 -0.33558 -0.14051
O 0.70036 -0.60899 -1.51101
S 1.61612 -1.61511 0.85651
Cl 1.01790 1.91270 0.57013
H -1.54934 0.08226 0.88432
H -1.27961 0.62667 -0.65694
*
```

Results
E_LUMO: -2.1 eV
ΔE to the lowest compared entry with this formula, charge and spin: 21.8 kcal per mole
SMILES string: N[S@](=O)(=S)Cl
calculated total energy: -37760.836 eV
Kohn-Sham gap: 0.298 Eh
HOMO energy: -10.2193 eV